Density functional theory data (ωB97M-V with the def2-TZVPD basis set) for a cluster of 5 separate species, C29H71FN4O3P in total.

Bonds (Å) are listed after each position.
Positions of all 109 atoms, in Å:
1 C -2.094 -3.063 3.688  C2 1.507, H11 1.086, H12 1.089, H13 1.085
2 C -2.746 -2.537 4.941  C1 1.507, O3 1.214, O4 1.344
3 O -3.943 -2.346 4.993  C2 1.214
4 O -1.986 -2.409 6.042  C2 1.344, C5 1.455
5 C -0.618 -1.921 5.947  O4 1.455, P6 1.924, H14 1.090, H15 1.091
6 P -0.462 -0.026 5.648  C5 1.924, C7 2.008, H16 1.470, H17 1.467, H18 1.481, H19 1.465
7 C 0.540 -0.220 3.919  P6 2.008, C8 1.452, H20 1.087, H21 1.092
8 C -0.248 0.171 2.764  C7 1.452, O9 1.209, F10 1.358
9 O -0.648 -0.525 1.859  C8 1.209
10 F -0.577 1.488 2.747  C8 1.358
11 H -2.835 -3.008 2.895  C1 1.086
12 H -1.731 -4.082 3.806  C1 1.089
13 H -1.265 -2.437 3.378  C1 1.085
14 H -0.195 -2.108 6.933  C5 1.090
15 H -0.059 -2.541 5.244  C5 1.091
16 H -1.741 0.000 4.924  P6 1.470
17 H -1.166 0.174 6.919  P6 1.467
18 H 0.845 -0.064 6.342  P6 1.481
19 H -0.330 1.422 5.471  P6 1.465
20 H 0.972 -1.199 3.728  C7 1.087
21 H 1.364 0.490 4.012  C7 1.092
22 C -1.738 -3.337 -0.136  C23 1.518, H29 1.092, H30 1.088, H31 1.092
23 C -2.873 -3.385 -1.143  C22 1.518, N24 1.456, H32 1.093, H33 1.101
24 N -2.753 -4.455 -2.123  C23 1.456, C25 1.450, C27 1.451
25 C -3.704 -4.339 -3.212  N24 1.450, C26 1.536, H34 1.095, H35 1.095
26 C -5.201 -4.468 -2.897  C25 1.536, H36 1.089, H37 1.092, H38 1.090
27 C -2.584 -5.785 -1.570  N24 1.451, C28 1.537, H39 1.093, H40 1.094
28 C -3.671 -6.318 -0.624  C27 1.537, H41 1.090, H42 1.092, H43 1.089
29 H -0.773 -3.226 -0.635  C22 1.092
30 H -1.873 -2.485 0.527  C22 1.088
31 H -1.704 -4.231 0.490  C22 1.092
32 H -2.886 -2.439 -1.691  C23 1.093
33 H -3.825 -3.431 -0.590  C23 1.101
34 H -3.437 -5.079 -3.974  C25 1.095
35 H -3.537 -3.363 -3.678  C25 1.095
36 H -5.496 -5.501 -2.721  C26 1.089
37 H -5.786 -4.106 -3.745  C26 1.092
38 H -5.488 -3.877 -2.027  C26 1.090
39 H -1.630 -5.813 -1.037  C27 1.093
40 H -2.456 -6.483 -2.403  C27 1.094
41 H -4.004 -5.558 0.084  C28 1.090
42 H -3.275 -7.155 -0.044  C28 1.092
43 H -4.542 -6.689 -1.163  C28 1.089
44 C 3.251 4.107 0.225  C45 1.521, H51 1.091, H52 1.091, H53 1.090
45 C 2.221 4.359 -0.865  C44 1.521, N46 1.450, H54 1.095, H55 1.099
46 N 2.105 3.272 -1.819  C45 1.450, C47 1.450, C49 1.457
47 C 1.302 3.623 -2.974  N46 1.450, C48 1.536, H56 1.094, H57 1.096
48 C -0.186 3.938 -2.760  C47 1.536, H58 1.089, H59 1.093, H60 1.091
49 C 1.850 1.961 -1.238  N46 1.457, C50 1.534, H61 1.092, H62 1.093
50 C 0.595 1.787 -0.373  C49 1.534, H63 1.090, H64 1.089, H65 1.089
51 H 4.236 3.921 -0.206  C44 1.091
52 H 3.319 4.984 0.871  C44 1.091
53 H 2.983 3.261 0.858  C44 1.090
54 H 2.522 5.255 -1.418  C45 1.095
55 H 1.261 4.597 -0.386  C45 1.099
56 H 1.393 2.816 -3.707  C47 1.094
57 H 1.771 4.497 -3.439  C47 1.096
58 H -0.775 3.038 -2.592  C48 1.089
59 H -0.588 4.426 -3.651  C48 1.093
60 H -0.344 4.612 -1.918  C48 1.091
61 H 2.720 1.690 -0.637  C49 1.092
62 H 1.837 1.234 -2.054  C49 1.093
63 H 0.435 2.629 0.302  C50 1.090
64 H 0.691 0.893 0.241  C50 1.089
65 H -0.303 1.656 -0.975  C50 1.089
66 C 2.522 -8.723 -0.425  C67 1.521, H73 1.091, H74 1.091, H75 1.091
67 C 1.875 -7.536 -1.121  C66 1.521, N68 1.451, H76 1.093, H77 1.103
68 N 2.744 -6.377 -1.211  C67 1.451, C69 1.453, C71 1.451
69 C 2.048 -5.177 -1.644  N68 1.453, C70 1.534, H78 1.093, H79 1.094
70 C 1.466 -5.149 -3.064  C69 1.534, H80 1.090, H81 1.092, H82 1.091
71 C 4.042 -6.612 -1.814  N68 1.451, C72 1.537, H83 1.092, H84 1.093
72 C 4.087 -7.156 -3.251  C71 1.537, H85 1.091, H86 1.092, H87 1.089
73 H 2.856 -8.451 0.577  C66 1.091
74 H 1.796 -9.533 -0.335  C66 1.091
75 H 3.375 -9.113 -0.980  C66 1.091
76 H 0.995 -7.235 -0.545  C67 1.093
77 H 1.500 -7.867 -2.104  C67 1.103
78 H 2.721 -4.325 -1.521  C69 1.093
79 H 1.231 -5.005 -0.937  C69 1.094
80 H 2.236 -4.995 -3.819  C70 1.090
81 H 0.760 -4.321 -3.154  C70 1.092
82 H 0.922 -6.063 -3.304  C70 1.091
83 H 4.591 -7.303 -1.171  C71 1.092
84 H 4.603 -5.675 -1.764  C71 1.093
85 H 3.351 -7.946 -3.410  C72 1.091
86 H 5.073 -7.580 -3.451  C72 1.092
87 H 3.916 -6.377 -3.992  C72 1.089
88 C -1.470 11.129 0.073  C89 1.521, H95 1.091, H96 1.091, H97 1.090
89 C -1.246 9.637 0.269  C88 1.521, N90 1.451, H98 1.093, H99 1.102
90 N -0.053 9.142 -0.394  C89 1.451, C91 1.454, C93 1.452
91 C 0.027 7.691 -0.414  N90 1.454, C92 1.533, H100 1.094, H101 1.095
92 C 0.170 6.947 0.919  C91 1.533, H102 1.090, H103 1.090, H104 1.090
93 C 1.179 9.838 -0.070  N90 1.452, C94 1.536, H105 1.093, H106 1.093
94 C 1.623 9.878 1.401  C93 1.536, H107 1.091, H108 1.092, H109 1.089
95 H -1.524 11.378 -0.988  C88 1.091
96 H -2.411 11.421 0.541  C88 1.091
97 H -0.682 11.729 0.529  C88 1.090
98 H -2.098 9.101 -0.157  C89 1.093
99 H -1.255 9.421 1.349  C89 1.102
100 H 0.855 7.408 -1.070  C91 1.094
101 H -0.877 7.327 -0.914  C91 1.095
102 H 1.181 7.017 1.320  C92 1.090
103 H -0.043 5.889 0.770  C92 1.090
104 H -0.526 7.311 1.675  C92 1.090
105 H 1.088 10.866 -0.426  C93 1.093
106 H 1.975 9.399 -0.677  C93 1.093
107 H 0.788 10.075 2.074  C94 1.091
108 H 2.355 10.677 1.541  C94 1.092
109 H 2.099 8.950 1.712  C94 1.089

Computed properties:
Energy in eV: -55331.509
HOMO in eV: -4.40
Frontier orbital gap in eV: 6.697
Charge: -1

Density functional theory data (ωB97M-V with the def2-TZVPD basis set) for a cluster of 7 separate species, C29H71N10O6P2S in total.

Bonds (Å) are listed after each position.
Positions of all 119 atoms, in Å:
1 C 2.290 -2.720 2.240  C2 1.533, H19 1.086, H20 1.087, H21 1.087
2 C 0.878 -2.398 2.743  C1 1.533, C3 1.543, H22 1.093, H23 1.086
3 C -0.191 -2.530 1.638  C2 1.543, C4 1.522, H24 1.087, H25 1.084
4 C -0.446 -1.168 1.007  C3 1.522, N5 1.492, H26 1.090, H27 1.090
5 N -0.856 -1.269 -0.425  C4 1.492, C6 1.357, P15 1.792
6 C -0.534 -0.186 -1.177  N5 1.357, N7 1.388, N12 1.316
7 N -0.202 -0.375 -2.511  C6 1.388, C8 1.490, H28 1.018
8 C -1.256 -0.166 -3.544  N7 1.490, C9 1.515, H29 1.087, H30 1.091
9 C -1.309 -1.319 -4.526  C8 1.515, C10 1.541, H31 1.086, H32 1.092
10 C -0.046 -1.418 -5.402  C9 1.541, N11 1.470, H33 1.089, H34 1.091
11 N 0.745 -2.599 -5.027  C10 1.470, H35 1.009, H36 1.011
12 N -0.475 1.017 -0.646  C6 1.316, P13 1.721, H37 1.038
13 P 0.072 2.406 -1.502  N12 1.721, S14 1.933, H38 1.396, H39 1.397
14 S 1.948 2.382 -1.968  P13 1.933
15 P -2.501 -1.850 -0.833  N5 1.792, C16 1.823, C17 1.844
16 C -3.402 -1.707 0.745  P15 1.823, H40 1.090, H41 1.083, H42 1.083
17 C -2.254 -3.660 -1.093  P15 1.844, C18 1.531, H43 1.090, H44 1.087
18 C -2.645 -4.612 0.040  C17 1.531, H45 1.084, H46 1.083, H47 1.087
19 H 2.935 -2.979 3.074  C1 1.086
20 H 2.252 -3.583 1.580  C1 1.087
21 H 2.711 -1.875 1.702  C1 1.087
22 H 0.869 -1.366 3.102  C2 1.093
23 H 0.614 -3.013 3.598  C2 1.086
24 H 0.144 -3.251 0.897  C3 1.087
25 H -1.088 -2.918 2.107  C3 1.084
26 H 0.498 -0.623 1.025  C4 1.090
27 H -1.143 -0.593 1.617  C4 1.090
28 H 0.647 0.151 -2.712  N7 1.018
29 H -2.218 -0.085 -3.047  C8 1.087
30 H -1.099 0.766 -4.091  C8 1.091
31 H -1.487 -2.256 -4.007  C9 1.086
32 H -2.178 -1.132 -5.161  C9 1.092
33 H 0.544 -0.510 -5.281  C10 1.089
34 H -0.346 -1.469 -6.449  C10 1.091
35 H 0.474 -3.383 -5.602  N11 1.009
36 H 1.736 -2.426 -5.134  N11 1.011
37 H -0.752 1.176 0.342  N12 1.038
38 H -0.262 3.424 -0.607  P13 1.396
39 H -0.825 2.555 -2.563  P13 1.397
40 H -4.329 -2.256 0.580  C16 1.090
41 H -2.926 -2.142 1.616  C16 1.083
42 H -3.672 -0.672 0.917  C16 1.083
43 H -1.186 -3.774 -1.281  C17 1.090
44 H -2.756 -3.923 -2.020  C17 1.087
45 H -2.356 -4.206 1.003  C18 1.084
46 H -2.084 -5.531 -0.072  C18 1.083
47 H -3.716 -4.797 0.073  C18 1.087
48 C 3.926 -0.529 -6.172  O49 1.215, N50 1.346, H53 1.107
49 O 4.430 -1.630 -6.268  C48 1.215
50 N 3.673 0.296 -7.205  C48 1.346, C51 1.448, C52 1.455
51 C 3.061 1.596 -7.022  N50 1.448, H54 1.092, H55 1.091, H56 1.089
52 C 4.034 -0.142 -8.544  N50 1.455, H57 1.090, H58 1.090, H59 1.087
53 H 3.619 -0.107 -5.197  C48 1.107
54 H 2.118 1.657 -7.570  C51 1.092
55 H 3.723 2.387 -7.377  C51 1.091
56 H 2.863 1.761 -5.964  C51 1.089
57 H 3.510 -1.064 -8.797  C52 1.090
58 H 5.105 -0.337 -8.604  C52 1.090
59 H 3.768 0.633 -9.258  C52 1.087
60 C -0.868 2.954 2.357  O61 1.243, N62 1.318, H65 1.099
61 O -1.217 1.890 1.816  C60 1.243
62 N -0.294 3.032 3.541  C60 1.318, C63 1.455, C64 1.458
63 C 0.062 4.321 4.114  N62 1.455, H66 1.090, H67 1.091, H68 1.088
64 C -0.021 1.809 4.286  N62 1.458, H69 1.090, H70 1.090, H71 1.085
65 H -1.033 3.932 1.883  C60 1.099
66 H 1.138 4.371 4.285  C63 1.090
67 H -0.457 4.463 5.062  C63 1.091
68 H -0.216 5.124 3.434  C63 1.088
69 H 0.644 1.161 3.715  C64 1.090
70 H -0.950 1.272 4.480  C64 1.090
71 H 0.448 2.068 5.229  C64 1.085
72 C -4.044 2.063 4.020  O73 1.217, N74 1.347, H77 1.102
73 O -3.903 2.389 5.184  C72 1.217
74 N -5.205 1.650 3.475  C72 1.347, C75 1.449, C76 1.455
75 C -5.308 1.271 2.080  N74 1.449, H78 1.092, H79 1.092, H80 1.089
76 C -6.383 1.576 4.325  N74 1.455, H81 1.090, H82 1.090, H83 1.087
77 H -3.206 2.060 3.304  C72 1.102
78 H -6.045 1.891 1.566  C75 1.092
79 H -5.614 0.225 2.003  C75 1.092
80 H -4.341 1.397 1.595  C75 1.089
81 H -6.615 2.557 4.740  C76 1.090
82 H -6.210 0.893 5.156  C76 1.090
83 H -7.227 1.224 3.737  C76 1.087
84 C 6.927 1.785 1.376  O85 1.214, N86 1.350, H89 1.103
85 O 6.721 2.583 2.267  C84 1.214
86 N 6.017 1.450 0.437  C84 1.350, C87 1.447, C88 1.451
87 C 6.297 0.486 -0.606  N86 1.447, H90 1.092, H91 1.093, H92 1.088
88 C 4.717 2.091 0.493  N86 1.451, H93 1.091, H94 1.092, H95 1.086
89 H 7.888 1.256 1.260  C84 1.103
90 H 6.203 0.946 -1.592  C87 1.092
91 H 5.605 -0.358 -0.548  C87 1.093
92 H 7.311 0.111 -0.494  C87 1.088
93 H 4.824 3.173 0.402  C88 1.091
94 H 4.236 1.881 1.450  C88 1.092
95 H 4.090 1.721 -0.313  C88 1.086
96 C -1.162 8.025 3.110  O97 1.221, N98 1.343, H101 1.101
97 O -0.555 7.133 2.537  C96 1.221
98 N -2.386 7.899 3.648  C96 1.343, C99 1.452, C100 1.453
99 C -3.047 9.007 4.314  N98 1.452, H102 1.091, H103 1.091, H104 1.087
100 C -3.071 6.621 3.559  N98 1.453, H105 1.090, H106 1.091, H107 1.086
101 H -0.740 9.035 3.228  C96 1.101
102 H -3.260 8.756 5.354  C99 1.091
103 H -3.985 9.249 3.811  C99 1.091
104 H -2.404 9.884 4.291  C99 1.087
105 H -2.496 5.840 4.055  C100 1.090
106 H -3.208 6.336 2.514  C100 1.091
107 H -4.043 6.702 4.038  C100 1.086
108 C 0.538 -7.361 0.966  O109 1.221, N110 1.340, H113 1.102
109 O -0.372 -6.576 0.749  C108 1.221
110 N 1.093 -8.153 0.038  C108 1.340, C111 1.451, C112 1.454
111 C 2.171 -9.073 0.351  N110 1.451, H114 1.091, H115 1.091, H116 1.088
112 C 0.590 -8.085 -1.324  N110 1.454, H117 1.090, H118 1.090, H119 1.087
113 H 0.983 -7.485 1.967  C108 1.102
114 H 3.058 -8.835 -0.237  C111 1.091
115 H 1.872 -10.099 0.136  C111 1.091
116 H 2.421 -8.997 1.407  C111 1.088
117 H 0.710 -7.077 -1.723  C112 1.090
118 H -0.470 -8.336 -1.351  C112 1.090
119 H 1.142 -8.785 -1.944  C112 1.087

Computed properties:
Energy in eV: -87818.551
HOMO in eV: -10.76
Frontier orbital gap in eV: 7.913
Charge: +1

Q: Which of these has the highest HOMO?
A: C29H71FN4O3P

Q: Number 1 is which compound?
A: C29H71FN4O3P

Q: The highest HOMO belongs to which entry?
A: C29H71FN4O3P

Q: HOMO of number 2 (C29H71N10O6P2S)?
A: -10.76 eV